[1]
41
Properties=species:S:1:pos:R:3:forces:R:3 method="wB97M-V/def2-TZVPD" total_charge=0 total_energy_ev=-41291.000 lumo_energy_ev=0.64 homo_lumo_gap_ev=9.27 smiles="O=C1CN(C(=O)CSc2nncn2-c2ccccc2)c2ccccc2N1" e_above_lowest_kcal_mol=0.0 mol_weight_g_mol=365.42
O -0.174203 -1.020329 1.586116 -0.2616 -0.0679 0.2132
C 0.954757 -0.702229 1.286713 -0.0052 0.4441 -0.0214
C 1.458190 0.733277 1.167795 -0.3286 0.0285 0.2464
N 2.272939 0.867330 -0.020309 0.3387 -0.2683 0.3302
C 1.911637 1.478106 -1.184974 -0.3134 0.2630 -0.2088
O 2.650158 1.527624 -2.144755 -0.0213 0.0287 -0.1601
C 0.522559 2.087455 -1.248722 -0.3029 -0.1484 -0.2016
S -0.762859 0.778150 -1.239822 0.2473 -0.0026 -0.3452
C -1.657499 1.273568 0.165236 -0.0038 0.1857 0.0413
N -1.327531 2.254415 0.967072 0.4904 -0.2204 -0.7925
N -2.283747 2.354298 1.903886 -0.7643 0.2713 0.8967
C -3.179100 1.452110 1.658470 -0.0140 0.0122 0.1139
N -2.841603 0.718543 0.554534 0.5869 0.5855 0.1767
C -3.541863 -0.359629 -0.014110 -0.3752 -0.5101 -0.2791
C -2.868122 -1.530650 -0.334277 -0.0018 0.1378 0.0865
C -3.568825 -2.582383 -0.895344 -0.0373 -0.0060 -0.0724
C -4.929488 -2.470611 -1.129412 -0.0348 -0.0654 -0.0248
C -5.597582 -1.304146 -0.795817 -0.0445 -0.0252 0.0336
C -4.908055 -0.243120 -0.237848 0.1335 0.0527 0.0237
C 3.400745 0.014491 0.014606 0.2397 -0.2683 -0.0560
C 4.642296 0.366602 -0.487660 0.0577 -0.0734 0.0781
C 5.690119 -0.537071 -0.423349 0.0336 0.0601 -0.0075
C 5.504241 -1.787922 0.140475 -0.0615 -0.0495 -0.0218
C 4.265836 -2.149285 0.641282 -0.0213 0.0782 0.0197
C 3.208976 -1.252934 0.580132 0.3334 0.3225 -0.1986
N 1.934891 -1.603437 1.030620 0.0892 -0.5622 -0.0295
H 0.623809 1.432930 1.191993 0.1324 -0.1532 0.0000
H 2.092045 0.935185 2.042350 -0.0979 0.0168 -0.0874
H 0.437540 2.606168 -2.203539 0.1028 -0.0142 0.1693
H 0.292437 2.761178 -0.425259 0.0642 0.0365 -0.0222
H -4.058578 1.275814 2.241266 -0.2302 -0.1182 0.1071
H -1.815427 -1.613547 -0.115009 0.1229 -0.0204 0.0672
H -3.049958 -3.495141 -1.145450 0.0501 -0.0766 -0.0155
H -5.471541 -3.294500 -1.568366 -0.0433 -0.0693 -0.0358
H -6.658775 -1.216562 -0.973634 -0.0808 0.0088 -0.0174
H -5.418825 0.674252 0.015717 -0.0183 0.0912 -0.0081
H 4.775715 1.335935 -0.937107 -0.0026 0.0630 -0.0205
H 6.655714 -0.260123 -0.816231 0.0924 0.0305 -0.0377
H 6.323005 -2.489213 0.187210 0.0718 -0.0653 0.0057
H 4.109242 -3.127948 1.070618 -0.0135 -0.1012 0.0724
H 1.728101 -2.584333 1.166882 -0.1093 0.1689 -0.0176

***

[2]
39
Properties=species:S:1:pos:R:3:forces:R:3 method="wB97M-V/def2-TZVPD" total_charge=0 total_energy_ev=-30637.275 lumo_energy_ev=0.07 homo_lumo_gap_ev=8.28 smiles="O=C(CN1CC(=O)Oc2ccccc21)OCC(=O)c1ccccc1" e_above_lowest_kcal_mol=15.6 mol_weight_g_mol=325.32
O -2.635866 -1.684177 0.863190 0.0584 0.0790 0.0781
C -2.343756 -0.538630 1.069625 -0.5490 -0.2107 -0.2025
C -3.245234 0.663201 0.776761 0.1840 -0.1519 -0.0466
N -2.522500 1.872450 0.456327 -0.1509 0.0490 0.3162
C -1.919678 2.615431 1.546590 0.1051 0.1782 -0.1221
C -0.438878 2.313792 1.747586 -0.5965 0.1267 0.9548
O 0.091734 2.207165 2.820126 0.0100 0.1151 -0.3246
O 0.277228 2.226362 0.623551 0.5002 -0.0846 -0.3511
C -0.359901 2.130075 -0.600559 -0.4044 -0.0840 -0.3968
C 0.433855 2.215223 -1.733748 -0.0893 0.0509 0.2527
C -0.124074 1.991712 -2.977196 0.0382 0.0007 0.0313
C -1.469175 1.673304 -3.082308 -0.0344 -0.1027 -0.0866
C -2.263193 1.605228 -1.955657 0.1500 0.0562 0.1084
C -1.724949 1.849829 -0.695021 0.2971 0.2788 -0.3060
O -1.198089 -0.131447 1.624713 0.1078 0.1290 0.1640
C -0.136961 -1.062000 1.700652 -0.1429 -0.1160 -0.1775
C 0.450211 -1.240789 0.296898 -0.3375 0.1544 0.2958
O -0.133754 -0.786920 -0.658997 0.1907 -0.1764 0.1303
C 1.734247 -1.959232 0.191112 0.4809 -0.2320 -0.3569
C 2.323105 -2.638845 1.257348 -0.1887 0.1741 -0.1799
C 3.530496 -3.288068 1.078611 0.1240 -0.0875 0.0489
C 4.164713 -3.263342 -0.154022 -0.0269 -0.0133 0.0719
C 3.586068 -2.590587 -1.218640 0.0082 0.0064 -0.0372
C 2.377240 -1.945587 -1.048370 -0.1181 0.0371 0.1185
H -3.878078 0.845557 1.650229 0.0107 -0.0620 -0.0927
H -3.891787 0.390047 -0.059467 0.0363 -0.0674 0.1782
H -2.447256 2.424180 2.480277 0.1300 0.0099 -0.0755
H -2.001863 3.687272 1.310717 0.0567 -0.1020 0.1315
H 1.484825 2.425944 -1.613335 0.1260 0.0268 0.0197
H 0.492753 2.047976 -3.860543 0.0589 0.0151 -0.0756
H -1.902948 1.478929 -4.051344 -0.0435 -0.0098 -0.0835
H -3.311205 1.365786 -2.044184 -0.1434 0.0231 0.0018
H 0.590711 -0.626730 2.387295 -0.0365 -0.0850 -0.0544
H -0.503205 -2.026914 2.070793 0.1307 0.1152 0.0084
H 1.840170 -2.672719 2.221192 -0.0484 0.0030 0.1354
H 3.981712 -3.816295 1.905232 0.0304 -0.0408 0.0642
H 5.109485 -3.770043 -0.283469 0.0753 -0.0420 -0.0033
H 4.078131 -2.571593 -2.179431 0.0390 0.0060 -0.0775
H 1.905665 -1.415545 -1.862534 -0.0384 0.0333 -0.0597

***

[3]
41
Properties=species:S:1:pos:R:3:forces:R:3 method="wB97M-V/def2-TZVPD" total_charge=-1 total_energy_ev=-101532.645 lumo_energy_ev=2.07 homo_lumo_gap_ev=6.44 e_above_lowest_kcal_mol=8.5 mol_weight_g_mol=494.12
Ag 0.280540 3.526549 -0.360231 -0.3600 0.1649 0.0254
Br -1.859000 -5.226998 -2.965416 0.1487 0.0524 0.1142
C -0.448221 -4.657495 -1.806720 -0.1766 -0.1437 -0.1478
C -0.228722 -5.340190 -0.619735 -0.2641 0.0841 -0.2339
C 0.789672 -4.932255 0.211567 0.2725 0.4908 0.1031
C 1.601295 -3.831411 -0.120828 -1.2874 -0.0609 -1.1255
C 1.346504 -3.163027 -1.334075 0.2551 -0.0691 0.4204
C 0.340427 -3.579237 -2.173662 -0.2790 -0.1359 -0.0990
N 2.735600 -3.625403 0.604432 1.2832 -0.3457 0.9619
N 3.389222 -2.557710 0.729065 0.6102 -0.8138 0.3292
C 2.956992 -1.290713 0.569511 -0.3396 1.0570 -0.2892
C 3.978070 -0.369065 0.260930 -0.3843 -0.3545 -0.0103
C 3.723758 0.928084 -0.084080 0.0467 0.3038 -0.1079
C 2.408779 1.454922 -0.092828 0.3717 0.4915 -0.3470
O 2.171594 2.624052 -0.509831 0.5067 -0.4837 0.1403
C 1.366086 0.586700 0.435022 -0.2988 -0.5981 0.3120
N 0.172901 1.156595 0.660032 -0.1432 -0.1187 -0.0346
C -0.790531 0.446950 1.203260 0.0213 0.2858 -0.0550
C -0.617537 -0.874445 1.612437 0.2981 -0.2504 0.0098
C 0.598660 -1.479808 1.397164 -0.3514 0.0449 0.1099
C 1.628610 -0.770973 0.756530 0.2002 0.2111 -0.0157
H -0.849164 -6.185517 -0.357607 -0.0264 -0.0081 0.0115
H 0.974012 -5.448028 1.141840 0.1234 -0.1049 0.0524
H 1.975357 -2.332423 -1.619401 0.0089 0.0642 -0.0221
H 0.165315 -3.063338 -3.106085 -0.0428 0.0014 -0.0586
H 4.983205 -0.761309 0.215346 0.1244 -0.0549 0.0718
H 4.519732 1.594642 -0.384948 0.0405 0.0176 -0.0148
H -1.730864 0.960215 1.355748 -0.1060 0.0236 0.0058
H -1.419747 -1.396121 2.114974 -0.0278 -0.0390 -0.0008
H 0.770777 -2.483176 1.761057 -0.0029 0.0171 -0.0677
C -3.179667 5.074594 1.220866 0.1812 -0.3872 -0.2650
C -2.641140 4.215000 0.060346 -0.1626 0.0702 -0.0001
C -3.626896 4.268411 -1.122877 0.2978 -0.1833 0.3571
O -1.402682 4.661447 -0.329726 -0.0992 0.4177 -0.0872
H -4.138475 4.696214 1.572221 -0.1953 0.0099 0.1184
H -3.296575 6.101794 0.884458 -0.0137 0.1765 -0.0492
H -2.463232 5.058207 2.039427 0.0475 0.0103 0.1039
H -2.623465 3.161308 0.420770 -0.0309 0.0920 -0.0326
H -3.739371 5.298889 -1.450961 -0.0173 0.1683 -0.0597
H -4.599251 3.868395 -0.840008 -0.2283 -0.0444 -0.0282
H -3.222566 3.685675 -1.947981 -0.0005 -0.0589 -0.0952